90
Properties=species:S:1:pos:R:3:forces:R:3 method="wB97M-V/def2-TZVPD" e_tot_ha=-1550.2861 molar_mass_g_mol=460.69 e_lumo_ev=0.340 smiles=CCO.CCO.CCO.CCO.CCO.CCO.CCO.CCO.CCO.CCO relative_energy_kcal_mol=31.44
C -1.5384 -1.2565 -0.3892 -0.1 0.3 -0.3
C -0.1127 -0.7482 -0.3841 0.5 0.5 0.0
O 0.2090 -0.4388 0.9674 0.0 -0.3 0.1
H -1.7907 -1.7147 -1.3466 0.1 -0.2 0.1
H -2.3127 -0.5088 -0.2102 0.3 0.2 0.2
H -1.5836 -1.9913 0.4157 -0.3 -0.1 -0.1
H 0.1469 0.1517 -0.9553 -0.8 -0.1 -0.4
H 0.5270 -1.5333 -0.8092 0.1 -0.1 0.4
H 1.0955 -0.0445 1.0341 0.0 -0.2 0.0
C 2.0770 2.4159 -2.3506 0.2 1.0 -0.2
C 3.2051 2.5241 -3.3734 -0.9 -0.7 -0.6
O 3.4187 3.8430 -3.8404 0.4 0.2 0.5
H 2.3515 2.9657 -1.4469 0.0 -0.4 0.2
H 1.7962 1.3829 -2.1532 0.1 0.0 0.1
H 1.2060 2.9612 -2.7261 -0.1 -0.3 -0.1
H 2.9282 1.9229 -4.2489 0.1 -0.3 0.1
H 4.1246 2.0968 -2.9749 0.2 0.4 -0.1
H 2.6569 4.0982 -4.3674 0.0 0.0 0.0
C -5.8203 0.0002 0.2585 0.4 0.1 -0.3
C -5.8362 -0.6575 1.6192 -1.0 -0.1 0.0
O -5.9571 -2.0712 1.4967 0.7 -0.3 0.1
H -4.9511 -0.3049 -0.3296 0.0 -0.1 0.1
H -5.7776 1.0897 0.3104 -0.2 0.0 0.1
H -6.6975 -0.3105 -0.3136 -0.1 0.2 0.0
H -6.7228 -0.3404 2.1836 0.2 0.4 0.0
H -4.9577 -0.4161 2.2159 0.1 -0.3 -0.1
H -6.7872 -2.2799 1.0614 0.0 0.1 0.0
C 1.3095 3.9739 1.6877 -0.4 -1.0 -0.4
C 1.3638 5.1990 0.8063 0.9 0.3 0.9
O 0.1473 5.4539 0.1263 0.2 0.0 0.2
H 0.4405 3.8942 2.3400 -0.1 0.5 0.0
H 2.1904 3.8997 2.3252 0.1 0.2 -0.1
H 1.2856 3.0623 1.0807 0.0 0.0 0.0
H 2.1925 5.0909 0.0984 -0.1 0.0 -0.1
H 1.6216 6.0337 1.4697 -0.2 0.2 -0.2
H 0.2419 6.2965 -0.3264 -0.2 0.0 -0.1
C 4.2268 -1.5029 0.2238 0.0 -0.1 -0.5
C 3.8927 -0.0128 0.2176 1.1 -0.7 0.5
O 2.9086 0.2200 1.2163 -0.7 0.6 -0.3
H 3.3146 -2.0939 0.1260 -0.1 0.1 0.1
H 4.7270 -1.8106 1.1423 -0.1 0.2 0.1
H 4.8675 -1.8008 -0.6090 0.1 0.2 0.0
H 3.5779 0.3432 -0.7627 -0.6 -0.1 0.1
H 4.7904 0.5696 0.4485 0.0 0.0 0.0
H 3.3067 0.3556 2.0785 0.2 -0.1 0.0
C 0.5840 -2.8737 3.7294 0.0 -0.5 0.0
C -0.8707 -2.9306 4.2262 0.4 1.7 -0.5
O -1.1393 -1.7259 4.9486 -0.1 -0.3 0.4
H 0.8191 -1.8645 3.3948 -0.2 0.0 -0.1
H 0.7468 -3.5481 2.8835 0.0 0.0 0.0
H 1.3212 -3.1221 4.4946 -0.2 -0.1 0.2
H -1.1086 -3.7856 4.8526 0.1 -0.1 0.1
H -1.5451 -2.9036 3.3643 0.0 -0.5 -0.1
H -1.3155 -1.0207 4.2887 0.1 -0.3 0.3
C -2.9859 2.6616 -2.2375 0.6 -0.1 0.2
C -1.7049 3.3583 -1.7982 -0.7 -0.1 -0.4
O -1.9073 3.8359 -0.4906 0.8 0.1 0.2
H -3.0782 1.7753 -1.6062 -0.2 -0.1 -0.2
H -2.8504 2.3709 -3.2808 -0.3 -0.1 0.0
H -3.8796 3.2662 -2.0985 0.1 0.2 -0.1
H -1.4494 4.1622 -2.5007 0.0 0.1 0.1
H -0.9215 2.5955 -1.9051 0.2 0.2 0.4
H -1.0882 4.2844 -0.1698 -0.8 -0.2 -0.4
C -0.0576 -5.6361 0.6390 -0.9 0.4 0.6
C 0.3406 -4.4123 -0.1645 1.0 -0.6 0.3
O 0.9189 -4.8679 -1.3873 0.1 0.5 -0.4
H -0.8610 -6.1889 0.1468 0.2 -0.2 -0.1
H -0.4522 -5.3755 1.6267 0.0 0.2 -0.1
H 0.8076 -6.2702 0.8186 0.0 -0.1 -0.3
H 1.1584 -3.9326 0.3822 0.0 0.1 -0.2
H -0.4013 -3.6290 -0.3219 -0.4 -0.4 0.0
H 0.2298 -5.2244 -1.9558 -0.1 0.0 0.1
C -2.5254 2.1306 2.0686 -0.1 -0.1 -0.7
C -1.4815 1.4929 2.9734 -0.5 0.1 -0.1
O -1.6400 0.0774 2.9595 -0.1 0.0 0.0
H -3.5356 1.7599 2.2501 0.1 0.0 0.5
H -2.3244 1.8695 1.0276 0.2 -0.1 0.0
H -2.5631 3.2199 2.0541 0.2 0.0 0.3
H -1.5758 1.8419 4.0015 -0.1 -0.2 0.1
H -0.4696 1.7253 2.6426 0.1 0.2 -0.1
H -1.2005 -0.2434 2.1519 0.2 0.1 0.2
C 2.9748 -1.6335 -3.1482 -0.5 0.3 0.3
C 2.7367 -2.8043 -4.0697 1.4 -0.1 -0.7
O 3.6935 -2.6453 -5.1422 -0.2 0.2 -0.2
H 2.3480 -1.7294 -2.2583 0.0 0.1 0.0
H 2.7319 -0.6949 -3.6512 -0.2 -0.1 -0.1
H 4.0044 -1.5164 -2.8127 0.1 -0.4 -0.2
H 1.7321 -2.8148 -4.4983 -0.1 0.0 0.3
H 3.0003 -3.7664 -3.6226 -0.6 0.1 0.5
H 3.4825 -3.2752 -5.8374 0.0 0.0 0.0